Record 1
The following is a quantum chemistry calculation of a structure of composition C32H29IIrN3O, from the Open Molecules 2025 dataset.

The LUMO energy (alpha / beta) is -2.911 / -3.852 eV. Its charge is +1. As for the expectation value of S²: 0.756. For the frontier orbital gap (alpha / beta), the calculation gives 7.67 / 6.71 eV. As for the spin multiplicity: 2. The value obtained for the HOMO energy (alpha / beta) is -10.584 / -10.565 eV. The calculation puts the energy above the lowest of the compared OMol25 structures with the same formula, charge and spin at 63.7 kcal/mol.

Last column: Mulliken charge in e.
Geometry (Å):
H (3.133, -2.289, -1.312)  0.536
H (-3.141, 0.638, -0.212)  0.893
H (-2.022, 1.157, -4.720)  0.462
H (-0.316, -1.207, 3.819)  0.475
Ir (-0.020, 0.021, -0.071)  -0.195
H (-1.534, 5.125, 1.217)  0.459
C (3.656, -0.843, 3.133)  -0.818
C (3.405, 1.046, -3.377)  -0.674
C (2.128, -2.007, -1.634)  -1.343
C (-2.830, -2.699, -2.083)  -0.601
C (-4.074, -2.108, -1.920)  0.264
C (-0.100, -0.541, 2.977)  -1.807
C (-5.244, -2.717, -2.495)  -0.342
H (-2.747, -3.624, -2.640)  0.502
H (3.696, -1.075, -3.516)  0.542
C (2.322, -0.954, 3.481)  -0.812
H (2.877, 3.088, -2.925)  0.520
H (-2.943, 6.257, -0.489)  0.416
H (1.864, -2.639, -2.487)  0.530
I (-0.068, 2.484, 1.453)  0.377
C (-1.752, 4.628, 0.281)  -0.710
C (3.987, -0.376, 1.869)  -1.014
H (-2.383, 0.651, 2.306)  0.270
C (-1.155, 0.900, -2.766)  1.201
H (5.026, -0.243, 1.597)  0.482
O (1.212, -2.215, -0.580)  -0.276
H (3.313, 0.291, -0.020)  0.416
H (-0.745, -0.058, -3.053)  0.584
C (-0.973, 1.363, -1.480)  -2.197
C (-1.890, 1.596, -3.740)  -1.405
C (-1.483, 2.668, -1.185)  1.668
H (-1.357, -2.779, 2.643)  0.472
H (2.045, -1.287, 4.475)  0.472
H (4.429, -1.099, 3.844)  0.409
H (0.004, -2.697, 1.518)  0.295
C (3.149, -0.267, -3.049)  -0.992
C (2.698, 2.043, -2.723)  -1.037
C (-3.035, -0.319, -0.705)  -0.107
C (-2.457, 2.795, -3.437)  -0.878
C (-2.348, -0.433, 2.232)  -1.196
C (-1.264, 3.384, 0.019)  0.642
H (-5.138, -0.433, -1.103)  0.513
H (-2.586, -0.865, 3.209)  0.415
H (-0.347, 0.467, 3.310)  0.473
C (1.635, -0.215, 1.262)  -0.130
C (1.735, 1.678, -1.813)  0.043
C (-2.773, 4.657, -1.882)  -1.071
C (-1.694, -2.108, -1.542)  0.320
C (-1.003, -2.338, 1.707)  -0.967
H (4.158, 1.291, -4.113)  0.439
N (-0.990, -0.866, 1.835)  -0.009
H (-3.048, 3.336, -4.166)  0.415
C (-2.246, 3.371, -2.169)  0.868
N (1.471, 0.392, -1.495)  1.420
H (-1.659, -2.645, 0.900)  0.270
H (1.671, -2.627, 0.158)  0.263
N (-6.174, -3.205, -2.960)  -0.506
C (-4.173, -0.908, -1.220)  -1.006
C (1.330, -0.608, 2.568)  2.053
H (-0.751, -2.608, -1.683)  0.355
H (-3.362, 5.147, -2.647)  0.439
H (-3.083, -0.781, 1.518)  0.524
C (2.994, -0.076, 0.946)  -0.549
C (-2.542, 5.274, -0.693)  -0.729
C (2.205, -0.568, -2.074)  0.632
C (-1.770, -0.912, -0.830)  -0.238
H (1.142, 2.424, -1.313)  0.280

Record 2
The following is a quantum chemistry calculation of a structure of composition C32H29N4O2RhSe2Te2, from the Open Molecules 2025 dataset.

The LUMO energy is -0.618 eV. Its charge is 0. For the frontier orbital gap, the calculation gives 6.05 eV. The value obtained for the HOMO energy is -6.670 eV.

Last column: Mulliken charge in e.
Geometry (Å):
H (1.246, 5.336, -2.602)  0.445
C (-3.375, -4.460, 2.587)  -0.865
C (-3.234, -1.021, 0.962)  -1.015
C (1.082, 3.555, -4.652)  -0.964
C (2.238, 3.905, 0.294)  -0.518
H (-1.445, -0.206, -5.726)  0.495
H (0.978, -3.006, 0.100)  0.213
C (-0.844, 2.442, 3.789)  -1.013
C (1.955, 4.908, -0.622)  -0.965
H (1.558, 4.519, -4.562)  0.389
Se (0.197, -2.017, -2.263)  -0.265
N (-0.630, -1.365, 2.062)  1.192
H (-1.778, -5.508, 3.562)  0.413
N (0.426, 1.492, -3.572)  0.124
H (-0.392, 1.463, -6.822)  0.425
C (-1.600, 0.153, 3.678)  -0.555
H (-5.224, -3.105, 0.330)  0.365
C (-2.080, -4.599, 3.059)  -0.913
C (-0.779, -0.228, -4.865)  -1.413
H (-2.209, -0.653, 4.065)  0.506
Te (1.562, -3.435, -3.909)  -0.176
H (2.545, 4.132, 1.305)  0.459
H (3.270, 2.264, 2.518)  0.317
C (0.013, 1.863, -5.904)  -0.677
H (-0.876, 3.421, 4.245)  0.433
C (0.963, 2.740, -3.545)  1.008
H (-5.729, -2.363, 1.840)  0.335
C (-1.577, -2.398, 2.248)  -0.829
C (-3.783, -3.303, 1.930)  0.912
H (0.260, -1.602, 1.650)  -0.618
N (1.758, 2.273, -1.362)  0.731
H (0.631, 2.995, 2.349)  0.372
C (-0.743, -0.107, 2.602)  0.558
C (-1.182, -3.561, 2.898)  -0.615
H (0.721, 3.692, -6.769)  0.431
C (-5.195, -3.215, 1.416)  -1.636
C (2.032, -2.913, 0.355)  -1.166
H (-2.331, 1.581, 5.076)  0.405
C (2.781, -1.112, 1.868)  -0.187
H (-4.086, -5.265, 2.720)  0.343
H (2.237, -3.487, 1.256)  0.385
C (0.617, 3.095, -5.873)  -0.778
C (-2.871, -2.258, 1.736)  1.398
O (0.196, 0.348, -0.135)  -0.728
C (-0.081, 1.081, -4.748)  1.138
C (2.433, -1.474, 0.571)  0.919
H (2.041, 5.947, -0.335)  0.446
H (-3.340, -0.151, 1.614)  0.292
C (2.107, 2.592, -0.114)  -1.156
Rh (1.343, 0.099, -1.985)  0.388
C (0.044, 0.947, 2.112)  0.410
H (2.591, -3.338, -0.479)  0.152
N (2.514, -0.681, -0.526)  -0.245
C (1.445, 3.223, -2.230)  0.157
H (-1.342, -0.466, -3.969)  0.317
H (-0.172, -3.631, 3.280)  0.519
C (0.010, 2.194, 2.730)  -0.594
H (-4.169, -1.145, 0.424)  0.511
Se (3.076, -0.046, -3.654)  -0.181
H (-2.447, -0.781, 0.244)  -0.016
Te (3.920, -2.397, -3.269)  -0.221
O (3.092, 0.522, -0.150)  -0.394
C (2.252, 1.346, 0.728)  3.121
H (-0.049, -1.029, -5.006)  0.044
C (3.154, 0.125, 2.517)  -0.934
C (1.529, 4.573, -1.894)  -0.998
C (-1.657, 1.410, 4.247)  -0.733
H (2.822, -1.968, 2.532)  0.256
C (0.787, 0.800, 0.841)  0.724
C (2.924, 1.361, 2.038)  -1.470
H (-5.748, -4.118, 1.671)  0.390
H (3.619, 0.013, 3.489)  0.405

Record 3
The following is a quantum chemistry calculation of a structure of composition C32H29N4O2S3SiSr, from the Open Molecules 2025 dataset.

The LUMO energy is 2.531 eV. Its charge is -1. For the frontier orbital gap, the calculation gives 7.33 eV. The value obtained for the HOMO energy is -4.797 eV. The calculation puts the energy above the lowest of the compared OMol25 structures with the same formula, charge and spin at 0.0 kcal/mol.

Last column: Mulliken charge in e.
Geometry (Å):
C (1.518, -1.164, 4.835)  -0.739
C (4.546, 2.057, -0.403)  0.895
H (4.743, -1.217, 0.024)  0.462
C (3.930, 0.842, -0.224)  -1.003
C (1.911, 4.539, -0.753)  -0.337
C (3.895, 3.355, -0.588)  0.511
H (-5.943, -0.801, -0.163)  0.373
H (0.734, -3.728, -4.674)  0.322
C (0.434, 0.279, 3.237)  -0.061
S (-1.574, 2.594, 0.859)  1.127
S (0.075, -0.298, -2.676)  -0.461
C (-1.706, 1.297, 3.715)  -0.680
C (-1.099, -3.754, -0.996)  0.048
H (-3.807, -1.102, -1.390)  0.314
N (-0.526, 1.664, 1.575)  0.290
C (2.510, -0.585, 2.744)  0.007
O (-0.950, 2.908, -0.422)  -0.789
H (7.153, -0.289, -0.126)  0.428
C (-0.662, 1.121, 2.825)  -0.425
C (-0.887, -2.788, -1.966)  0.615
H (1.997, 6.659, -1.063)  0.412
N (0.226, -1.443, -0.299)  0.250
C (2.569, -1.275, 3.972)  -0.843
O (-2.069, 3.699, 1.647)  -0.767
H (-1.612, -4.674, -1.258)  0.314
H (0.828, 4.482, -0.732)  0.534
C (-0.006, -2.396, 0.603)  -0.260
Sr (1.223, 1.053, -0.220)  1.894
N (2.549, 3.380, -0.589)  0.014
H (5.701, 4.515, -0.758)  0.295
H (-0.719, -0.682, 6.315)  0.359
C (-0.703, -0.180, 5.355)  -0.932
H (-3.087, -2.043, -5.292)  0.384
C (2.562, 5.747, -0.934)  -1.006
H (-3.746, -2.116, -3.656)  0.307
H (1.523, -1.676, 5.791)  0.401
N (1.488, 0.150, 2.385)  0.296
C (6.241, 0.287, -0.184)  -0.494
C (4.955, -0.159, -0.105)  -0.544
C (-2.852, 0.553, -0.437)  -0.203
C (-3.917, -0.303, -0.669)  -0.144
C (-2.988, 1.574, 0.494)  -0.209
C (-5.246, 0.905, 0.935)  -0.586
H (4.509, 6.653, -1.070)  0.389
H (3.333, -0.638, 2.038)  0.035
C (-0.208, -1.602, -1.567)  -0.483
H (-2.557, -0.867, -4.073)  0.261
H (-0.383, -3.246, -5.958)  0.319
H (-2.507, -5.014, -4.841)  0.291
C (-1.721, 0.639, 4.960)  -0.878
H (-2.516, 1.963, 3.458)  0.407
H (-4.266, 2.584, 1.874)  0.482
H (3.439, -1.873, 4.210)  0.427
C (-2.165, -4.811, -3.822)  -1.209
C (-0.032, -3.001, -4.952)  -1.026
S (6.306, 1.978, -0.413)  -0.344
Si (-1.455, -3.063, -3.736)  0.187
H (-6.180, 1.046, 1.463)  0.386
H (-3.023, -4.940, -3.157)  0.309
H (0.424, -2.012, -4.965)  0.306
H (-0.832, -4.315, 1.081)  0.412
H (-1.928, 0.432, -0.994)  0.411
H (0.355, -2.195, 1.607)  0.201
C (-0.666, -3.572, 0.314)  -1.263
C (-5.112, -0.130, 0.020)  -0.601
C (4.620, 4.542, -0.760)  -0.979
C (0.405, -0.363, 4.493)  1.413
H (-2.568, 0.799, 5.617)  0.373
H (-1.420, -5.568, -3.567)  0.327
C (3.951, 5.735, -0.935)  -0.230
C (-2.842, -1.906, -4.234)  -0.967
C (-4.180, 1.762, 1.177)  -0.326

Question: Look up the charge of the third one.
Answer: -1

Question: Among the records above, which one has the highest charge?
Answer: C32H29IIrN3O

Question: Which formula does entry 2 have?
Answer: C32H29N4O2RhSe2Te2